1.
Density functional theory data (wB97M-V/def2-TZVPD) for the molecule C5H6F2S at a distorted geometry.

The multiplicity is 1. Its SMILES is C[C@]1(F)C[C@H](F)C1=S. The gap between HOMO and LUMO is 7.98 eV.

CARTESIAN COORDINATES (ANGSTROEM)
C: 1.35778 0.68928 1.80916
C: 0.89467 0.42057 0.28090
F: 1.99032 0.10889 -0.44821
C: -0.00306 1.48740 -0.57828
C: -1.13180 0.51983 -0.53361
F: -2.31307 1.09359 0.16587
C: -0.27402 -0.48547 -0.07136
S: -0.30290 -2.05820 -0.40065
H: 2.21838 1.32292 2.07660
H: 1.35178 -0.31613 2.25583
H: 0.42496 0.88776 2.26928
H: 0.50448 1.78475 -1.53653
H: -0.31193 2.48381 0.08898
H: -1.49786 0.15616 -1.64353

Atomic forces in eV per Å
C -1.805 -2.104 -1.784
C 0.393 2.224 0.624
F 1.009 -0.608 -0.393
C 1.189 3.457 2.662
C -5.164 2.673 -4.904
F 2.339 -1.654 -0.835
C 1.726 -3.748 2.601
S 0.131 0.178 0.270
H -0.634 -0.280 -0.616
H 1.348 -0.106 -0.328
H -0.901 1.717 0.765
H -0.836 -0.438 0.930
H 0.971 -2.478 -1.828
H 0.234 1.168 2.836

***

2.
Density functional theory data (wB97M-V/def2-TZVPD) for a 13-piece molecular cluster, C45H80BN2O25S7 overall at a distorted geometry.

The multiplicity is 2. The gap between HOMO and LUMO (alpha / beta) is 2.68 / 6.65 eV. The net charge is -2.

CARTESIAN COORDINATES (ANGSTROEM)
O: -0.54750 3.91150 0.41215
C: -0.31136 2.72506 0.40712
O: -0.47995 1.85891 -0.67318
B: -0.01187 0.53177 -0.33005
O: 0.42419 0.60001 1.09218
C: 0.28162 1.85341 1.58091
O: 0.57660 2.28685 2.69224
O: 1.03424 0.01912 -1.23435
C: 0.69967 -1.11604 -1.79292
O: 1.29719 -1.78125 -2.63110
C: -0.69302 -1.49156 -1.24229
O: -1.14526 -0.43404 -0.48416
O: -1.28182 -2.56405 -1.46343
C: 4.52880 -2.33853 -3.50327
C: 5.95299 -2.69808 -3.20030
O: 6.44524 -2.49385 -2.10258
C: 6.69882 -3.34292 -4.33534
H: 4.07994 -1.93334 -2.59639
H: 4.02182 -3.23607 -3.85753
H: 4.66892 -1.59809 -4.29080
H: 7.69019 -3.62984 -3.98468
H: 6.84354 -2.60066 -5.12033
H: 6.20035 -4.25448 -4.66504
C: -0.38451 -5.97645 -2.68105
C: -1.19115 -6.23714 -1.45235
O: -0.62735 -6.61922 -0.36781
C: -2.68091 -6.04718 -1.59183
H: -0.34375 -4.92930 -2.98091
H: -0.82663 -6.59200 -3.46446
H: 0.64819 -6.29891 -2.54817
H: -3.17032 -6.49947 -0.72927
H: -3.08016 -6.68762 -2.37831
H: -2.94441 -5.01595 -1.82683
C: 2.63911 -6.35451 0.33917
C: 2.59398 -4.90049 0.75097
O: 3.27898 -4.60373 1.71272
C: 1.72860 -3.97378 -0.14570
H: 2.45963 -6.39214 -0.73529
H: 1.83173 -6.83580 0.89109
H: 3.52028 -6.93457 0.61337
H: 1.47611 -4.48193 -1.07636
H: 2.32769 -3.08077 -0.32385
H: 0.76464 -3.71614 0.29306
C: 0.19511 4.41073 -2.86511
C: 1.51654 3.82974 -3.07539
N: 2.57280 3.44212 -3.26102
H: 0.24930 5.28642 -2.21833
H: -0.47137 3.65277 -2.45352
H: -0.19197 4.62538 -3.86120
C: -3.67072 -2.54172 0.74075
C: -4.65039 -2.16368 -0.29235
N: -5.37674 -1.86736 -1.13115
H: -4.09339 -2.53867 1.74545
H: -2.85398 -1.82456 0.82266
H: -3.29955 -3.53286 0.48002
C: 3.30125 4.67485 0.34033
C: 4.29822 3.51454 0.74454
C: 4.93318 3.89580 2.03690
S: 3.71081 4.79533 3.07129
O: 4.26506 5.98070 3.59928
O: 3.00376 3.84916 3.91995
C: 2.70119 5.27543 1.58365
H: 2.47219 4.39885 -0.31127
H: 3.94987 5.40717 -0.14039
H: 5.03130 3.30533 -0.03451
H: 3.74741 2.57395 0.74425
H: 5.73221 4.60275 1.81359
H: 5.35012 3.16253 2.72725
H: 2.76220 6.36280 1.53882
H: 1.68171 4.96482 1.81231
C: -1.27170 7.13752 5.01379
C: -0.57821 6.71934 3.60949
C: -0.85048 5.26238 3.39838
S: -0.69320 4.52630 5.03634
O: 0.61483 3.89711 5.23663
O: -1.87352 3.67467 5.27018
C: -0.86674 6.05712 6.01314
H: -2.34170 7.31731 4.90950
H: -0.85925 8.10619 5.29604
H: 0.49973 6.84418 3.71234
H: -0.76053 7.40673 2.78344
H: -0.27265 4.74535 2.63229
H: -1.90369 5.13679 3.14724
H: 0.10167 6.31912 6.43935
H: -1.62490 5.93981 6.78743
C: -3.67585 0.78275 -2.74707
C: -3.78906 2.07965 -3.47415
C: -4.74547 1.77648 -4.62762
S: -4.29725 0.08436 -5.30803
O: -3.29922 0.23013 -6.36044
O: -5.51508 -0.74171 -5.47268
C: -3.40514 -0.31082 -3.81857
H: -4.60864 0.56260 -2.22791
H: -2.85202 0.87337 -2.03913
H: -2.81089 2.43014 -3.80347
H: -4.20663 2.83321 -2.80642
H: -4.72969 2.51494 -5.42920
H: -5.79100 1.72244 -4.32422
H: -2.36463 -0.22784 -4.13251
H: -3.57243 -1.34960 -3.53391
C: -1.78745 -0.78193 3.65670
C: -0.46772 -1.51250 3.57885
C: 0.06924 -1.50360 4.98979
S: -0.38795 0.15833 5.72085
O: 0.57403 1.22260 5.42146
O: -0.90816 0.03579 7.07434
C: -1.77739 0.42300 4.59256
H: -2.53868 -1.48487 4.01673
H: -2.21566 -0.59208 2.67247
H: 0.17887 -0.92058 2.93103
H: -0.52643 -2.52685 3.18419
H: 1.13781 -1.64365 5.15305
H: -0.37417 -2.19720 5.70422
H: -1.65044 1.42232 4.17620
H: -2.61021 0.53880 5.28618
C: -3.66338 2.32967 1.07566
C: -4.16221 3.13728 2.33578
C: -5.17096 2.25543 3.10517
S: -5.78706 0.90125 1.97654
O: -7.22918 1.03284 1.72328
O: -5.16968 -0.37384 2.37567
C: -4.84683 1.53069 0.51625
H: -2.82736 1.66733 1.30041
H: -3.30384 2.94276 0.24925
H: -4.63472 4.09118 2.10146
H: -3.29998 3.33710 2.97196
H: -6.11700 2.75839 3.30553
H: -4.88406 1.65174 3.96619
H: -5.43896 2.31638 0.04702
H: -4.49425 0.69208 -0.08419
C: -2.04693 -3.90708 -5.64296
C: -1.17465 -2.69632 -6.05392
C: 0.29493 -3.15973 -6.03449
S: 0.30745 -4.93217 -6.61893
O: 1.19900 -5.67439 -5.68606
O: 0.59179 -4.93139 -8.05571
C: -1.47869 -5.23152 -6.31283
H: -3.11686 -3.82180 -5.83289
H: -2.07461 -3.92940 -4.55354
H: -1.30102 -1.81636 -5.42320
H: -1.39611 -2.44008 -7.08997
H: 0.74453 -3.32363 -5.05515
H: 1.12084 -2.77343 -6.63179
H: -1.68745 -6.10673 -5.69757
H: -1.89958 -5.38839 -7.30597
C: 5.43060 0.03782 1.91983
C: 4.49832 -1.06631 1.42279
C: 3.16866 -0.93481 2.17701
S: 3.75010 -0.30325 3.84705
O: 3.72020 -1.31600 4.85942
O: 3.03358 0.98394 4.03254
C: 5.48290 0.04524 3.44294
H: 5.14302 1.05050 1.63722
H: 6.39615 -0.20340 1.47528
H: 4.85251 -2.06337 1.68453
H: 4.37729 -1.01935 0.34055
H: 2.45266 -1.74081 2.33763
H: 2.60302 -0.20069 1.60325
H: 5.94974 -0.88090 3.77826
H: 5.85653 0.84693 4.07997

Atomic forces in eV per Å
O 0.103 -0.858 -0.054
C 0.024 -1.604 -1.641
O 0.125 3.349 1.990
B -0.700 -2.809 -1.122
O 0.075 1.958 1.099
C 0.652 -0.129 0.983
O -0.927 -0.989 -2.738
O 1.367 3.109 1.309
C -5.402 -2.716 1.059
O 1.520 -0.113 -0.740
C 3.772 0.523 -1.809
O 0.074 0.613 0.824
O -1.188 -0.391 0.232
C 0.983 -0.013 0.520
C -0.374 -0.241 1.199
O 0.156 -0.148 -0.828
C 1.023 -0.091 0.521
H -0.330 0.054 -0.426
H -0.290 0.276 -0.168
H -0.821 0.133 -0.184
H 0.046 0.018 0.038
H -0.284 -0.243 -0.316
H -0.205 0.283 -0.320
C 0.526 -0.451 0.000
C 2.039 -0.656 3.376
O -2.360 1.209 -3.710
C -0.058 -1.085 0.425
H -0.400 0.155 0.109
H 0.043 0.187 -0.344
H -0.077 -0.053 0.100
H -0.026 0.773 0.427
H 0.322 0.131 -0.595
H 0.039 0.064 0.298
C -0.562 -0.146 -0.423
C 0.569 -0.728 -0.034
O -0.631 1.128 -0.294
C 0.819 -0.639 0.828
H -0.153 -0.535 0.097
H -0.423 -0.078 -0.390
H 0.324 0.617 0.049
H 0.246 0.219 0.010
H -0.307 0.144 -0.158
H 0.115 0.158 0.277
C -0.113 -0.632 -0.432
C -0.678 0.486 0.369
N 0.901 -0.327 -0.161
H -0.106 -0.104 -0.135
H 0.124 0.075 0.343
H -0.085 0.458 0.074
C -0.225 -0.037 0.163
C 0.651 0.142 0.583
N -0.139 0.036 -0.047
H -0.507 -0.199 -0.220
H 0.122 -0.062 -0.707
H 0.269 0.161 0.088
C 1.059 -0.525 0.271
C -1.632 -0.843 -0.975
C 0.590 0.799 1.195
S -1.988 -3.045 -2.031
O 1.225 2.022 1.201
O 1.055 1.334 -1.043
C 0.001 0.409 1.338
H 0.495 -0.354 -0.283
H -0.354 0.245 -0.249
H 0.156 0.506 -0.042
H -0.223 -0.049 0.645
H 0.033 0.264 0.227
H -0.173 -0.451 -0.397
H -0.181 -0.008 0.232
H 0.050 -0.149 -0.182
C 1.154 0.299 -1.780
C 0.404 1.019 1.393
C -0.934 0.110 -0.194
S 1.046 -2.988 0.664
O -2.042 1.975 -0.123
O 0.696 1.214 -0.287
C -0.336 0.480 -0.422
H -0.088 -0.525 -0.075
H 0.076 -0.003 0.154
H 0.262 -0.032 0.476
H -0.797 -0.264 -0.067
H 0.186 -0.104 0.434
H -0.090 -0.176 -0.026
H -0.011 -0.364 0.015
H 0.221 -0.389 -0.018
C 0.274 -1.192 0.008
C -0.742 0.160 -0.654
C -0.257 0.256 -1.147
S -0.951 0.634 1.114
O -0.950 -0.185 -0.001
O 1.851 1.276 -0.139
C 0.786 -0.188 0.643
H 0.054 -0.110 0.055
H -0.021 -0.644 0.169
H -0.024 -0.023 -0.252
H -0.051 0.188 -0.117
H 0.242 -0.167 -0.221
H 0.075 -0.287 0.319
H 0.099 -0.049 0.060
H -0.224 0.159 0.257
C -2.057 -0.589 -0.421
C 0.763 0.810 0.311
C 0.643 0.632 1.637
S 0.666 1.668 -1.257
O -0.871 -2.109 0.819
O 0.371 -0.509 -0.212
C 0.245 0.167 0.485
H -0.068 -0.176 0.486
H 0.400 0.570 -0.186
H 0.284 -0.185 -0.011
H -0.228 0.089 -0.051
H 0.169 0.291 -0.431
H -0.534 -0.172 -0.298
H 0.410 -0.236 -0.360
H -0.324 -0.480 -0.270
C -0.384 -0.130 0.285
C 0.524 -1.225 0.023
C -1.268 -0.895 -0.733
S 0.982 0.357 -1.292
O 1.448 -0.369 0.649
O -1.063 1.350 -0.149
C 0.325 0.348 1.113
H -0.061 -0.073 0.409
H 0.056 0.391 0.258
H 0.019 -0.112 -0.296
H -0.069 0.091 0.091
H 0.207 0.220 0.323
H 0.563 0.531 0.100
H -0.602 -0.722 -0.453
H -0.529 0.134 -0.157
C 0.498 -0.436 0.261
C 0.782 -0.409 -0.933
C 0.373 -2.267 0.338
S 1.124 0.975 1.448
O -1.629 0.604 -1.724
O -0.448 -0.544 0.912
C -0.315 0.941 0.373
H 0.082 0.291 -0.738
H 0.644 -0.541 0.188
H -0.132 -0.205 -0.027
H -0.208 0.309 0.003
H -0.455 0.489 0.455
H -0.644 0.779 -0.324
H 0.428 0.019 -0.043
H -0.030 0.095 0.018
C 0.974 0.466 -0.051
C -0.897 -0.949 0.646
C 0.543 1.053 0.135
S -2.479 3.504 -1.235
O -0.141 -0.722 0.546
O 1.657 -2.323 0.017
C -0.722 -2.029 0.049
H -0.236 -0.194 -0.579
H 0.249 0.428 0.131
H 0.707 0.018 -0.205
H -0.087 0.005 0.072
H 0.761 -0.579 -0.034
H -0.164 0.610 0.883
H 0.306 -0.021 0.064
H -0.233 0.345 -0.603